Entry 1:
Below is 3 unconnected molecules or ions with the total composition C20H32F16O4P in a non-equilibrium geometry, with properties calculated with wB97M-V/def2-TZVPD.

Properties
HOMO level: -3.575 eV
Total charge: -1
Frontier orbital gap: 5.189 eV
Calculated total energy: -3021.21644 Eh

Cartesian coordinates (Å):
1 C 1.63404 -0.23481 -2.62724
2 C 1.35675 1.38124 -2.41967
3 C -0.24927 1.67775 -2.27643
4 C -1.00238 1.88474 -3.71801
5 C -1.61304 3.41051 -3.91477
6 C -2.67746 3.78945 -2.71270
7 C -4.25763 3.66430 -3.17199
8 C -5.14310 2.60709 -2.28633
9 P -5.72357 1.04789 -3.23813
10 O -6.08251 0.19201 -1.72640
11 C -7.56302 0.11726 -1.49728
12 C -8.13895 0.30879 -3.05567
13 O -7.38919 1.53106 -3.49261
14 H 0.92357 -0.62154 -3.48105
15 H 2.78524 -0.32048 -2.92955
16 H 1.43685 -0.73800 -1.58218
17 H 1.78823 1.96213 -3.35203
18 H 1.87319 1.78680 -1.45013
19 H -0.36297 2.63406 -1.57443
20 H -0.79820 0.78840 -1.70998
21 H -1.89604 1.12212 -3.90178
22 H -0.20740 1.68269 -4.55782
23 H -0.74783 4.22278 -4.04456
24 H -2.16703 3.39762 -4.97131
25 H -2.42936 4.91169 -2.40594
26 H -2.55761 3.15198 -1.73873
27 H -4.25627 3.47243 -4.32605
28 H -4.73323 4.74088 -2.97704
29 H -4.51095 2.21116 -1.35744
30 H -6.05978 3.17961 -1.83446
31 H -5.78594 -0.14721 -4.07846
32 H -4.29770 0.69734 -3.17979
33 H -5.52238 1.71036 -4.53254
34 H -7.86937 -0.87837 -0.94063
35 H -7.73894 1.06875 -0.79823
36 H -9.29732 0.36917 -3.21129
37 H -7.81593 -0.72524 -3.53323
38 C 4.48731 -2.75386 0.53080
39 C 4.88114 -1.99370 -0.74462
40 C 6.37037 -2.01280 -1.06809
41 F 7.11884 -1.43445 -0.10112
42 F 6.62135 -1.31308 -2.20765
43 F 4.40433 -0.72207 -0.67193
44 F 4.21135 -2.57970 -1.78697
45 O 4.31948 -1.96084 1.70928
46 C 5.51665 -1.67890 2.43236
47 C 5.85351 -0.18338 2.46379
48 F 6.01218 0.32238 1.21390
49 F 7.02203 0.04241 3.12255
50 F 6.52457 -2.43758 1.93981
51 F 5.29726 -2.12725 3.69803
52 H 3.49124 -3.17471 0.34552
53 H 5.12269 -3.62902 0.71168
54 H 6.73058 -3.03397 -1.22307
55 H 5.06335 0.38775 2.96050
56 C 1.37920 -0.73080 4.01145
57 C 2.45898 -0.95651 5.08046
58 C 2.90508 -2.40450 5.24513
59 F 1.89459 -3.21850 5.62725
60 F 3.85606 -2.50491 6.21299
61 F 2.03625 -0.42912 6.26065
62 F 3.55096 -0.21341 4.71454
63 O 0.03251 -0.64542 4.48578
64 C -0.63103 -1.89480 4.67105
65 C -0.99820 -2.16106 6.13575
66 F 0.09881 -2.16786 6.93558
67 F -1.58837 -3.37813 6.27997
68 F 0.11765 -2.88282 4.12572
69 F -1.76259 -1.82650 3.91872
70 H 1.57481 0.25760 3.57739
71 H 1.47377 -1.42244 3.16587
72 H 3.33588 -2.79567 4.31887
73 H -1.68613 -1.39883 6.51394

Cartesian forces (eV/Å) of the 2 atoms listed first:
C 0.5956 1.5405 0.2085
C -0.6753 -0.3148 -0.1791



Entry 2:
Below is 2 unconnected molecules or ions with the total composition C2H5FOS in a non-equilibrium geometry, with properties calculated with wB97M-V/def2-TZVPD.

Properties
HOMO level (alpha / beta): -7.637 / -7.637 eV
Frontier orbital gap (alpha / beta): 7.058 / 7.059 eV
Relative energy (zero: lowest compared OMol25 entry of this formula, charge and spin): 53.2 kcal/mol
Calculated total energy: -652.37215 Eh

Cartesian coordinates (Å):
1 C -0.08685 0.79506 -0.50063
2 C -0.57041 0.06635 0.60056
3 O -1.68199 -0.62972 0.56667
4 F 2.44668 -0.84464 -0.09518
5 S 1.42332 -2.00801 0.44287
6 H 1.04631 0.59549 -0.53974
7 H -0.03698 1.83502 -0.26687
8 H -0.59889 0.71613 -1.42633
9 H -0.18008 0.20409 1.63466
10 H -1.76110 -0.72977 -0.41602

Cartesian forces (eV/Å) of the 2 atoms listed first:
C 3.1676 0.8361 -0.3476
C 0.7623 -2.3222 3.1938



Entry 3:
Below is a gas-phase ion, C5H9N (charge -1) in a non-equilibrium geometry, with properties calculated with wB97M-V/def2-TZVPD.

Properties
Multiplicity: 2
HOMO level (alpha / beta): -0.119 / -1.363 eV
Total charge: -1
Frontier orbital gap (alpha / beta): 4.403 / 5.599 eV
Relative energy (zero: lowest compared OMol25 entry of this formula, charge and spin): 34.9 kcal/mol
Calculated total energy: -250.52823 Eh

Cartesian coordinates (Å):
1 C -0.84305 1.47994 -1.45834
2 N 0.11312 1.34698 -0.37222
3 C 0.03593 0.14404 0.42172
4 C -1.13702 -0.60304 0.43761
5 C 1.38457 -1.71280 1.41908
6 C 1.32101 -0.48052 0.78910
7 H -0.89528 2.50714 -1.85912
8 H -1.80367 1.43162 -0.97287
9 H -0.74587 0.76644 -2.28734
10 H 1.07049 1.42270 -0.72128
11 H -1.80657 -0.93012 -0.34294
12 H -1.54989 -0.80071 1.43709
13 H 2.24352 -2.38184 1.45283
14 H 0.49708 -1.96992 1.97632
15 H 2.11561 -0.21991 0.08037

Cartesian forces (eV/Å) of the 2 atoms listed first:
C -0.1297 0.9225 0.4522
N 1.1040 -0.0656 -0.7213



Entry 4:
Below is 4 unconnected molecules or ions with the total composition C29H19IN2O8, with properties calculated with wB97M-V/def2-TZVPD.

Properties
HOMO level: -9.358 eV
Frontier orbital gap: 7.642 eV
Calculated total energy: -2125.48422 Eh

Cartesian coordinates (Å):
1 N 6.48045 1.37487 1.25149
2 C 5.13673 1.70402 1.15674
3 C 4.34061 1.63661 0.08094
4 I 4.99253 0.97179 -1.77200
5 C 2.93073 2.11046 0.17858
6 O 2.34697 2.66368 -0.72224
7 C 2.27988 1.87767 1.52078
8 C 0.83205 1.56136 1.56335
9 C -0.12612 2.52330 1.27868
10 C -1.46395 2.17322 1.36170
11 N -1.89806 0.95169 1.66850
12 C -0.96780 0.03152 1.90468
13 C 0.39644 0.28031 1.87616
14 C 3.05502 1.98806 2.59707
15 C 4.50029 2.29831 2.40511
16 O 5.12230 3.01577 3.14498
17 H 6.90908 1.24882 0.34279
18 H 6.64562 0.56460 1.83498
19 H 0.15316 3.52478 0.98846
20 H -2.21661 2.92872 1.16629
21 H -1.32743 -0.96583 2.13652
22 H 1.09714 -0.51428 2.10093
23 H 2.68932 1.87258 3.61032
24 O -4.24061 -3.05176 -3.07125
25 C -4.08186 -2.88040 -1.88095
26 C -4.06316 -4.02695 -0.93716
27 C -3.88452 -3.83851 0.36708
28 C -3.69552 -2.47784 0.93245
29 O -3.51632 -2.31673 2.12156
30 C -3.71762 -1.32809 -0.01001
31 C -3.89337 -1.52122 -1.31546
32 H -4.20276 -5.00903 -1.36704
33 H -3.86406 -4.66208 1.06974
34 H -3.56908 -0.34559 0.42245
35 H -3.90861 -0.70449 -2.02628
36 O 1.73553 -8.13038 -2.00080
37 C 0.61442 -7.86664 -1.62668
38 C -0.42992 -8.91706 -1.51584
39 C -1.66052 -8.62464 -1.10521
40 C -2.04186 -7.23759 -0.73908
41 O -3.16598 -6.97733 -0.36368
42 C -0.99958 -6.18654 -0.84900
43 C 0.23090 -6.47881 -1.26015
44 H -0.12760 -9.92030 -1.78756
45 H -2.43965 -9.37090 -1.01655
46 H -1.30006 -5.18246 -0.57750
47 H 1.00880 -5.73122 -1.34912
48 O 1.53544 9.25435 -2.15974
49 C 0.96046 8.33534 -1.61983
50 C 1.59895 7.00206 -1.47503
51 C 0.96508 5.99342 -0.88329
52 C -0.40707 6.16379 -0.34222
53 O -0.98133 5.24089 0.19883
54 C -1.04948 7.49254 -0.48818
55 C -0.41450 8.50032 -1.07943
56 H 2.59830 6.90521 -1.87963
57 H 1.40726 5.00934 -0.77514
58 H -2.05052 7.58660 -0.08695
59 H -0.85793 9.48067 -1.19818

Cartesian forces (eV/Å) of the 2 atoms listed first:
N -0.2131 0.1494 -0.4514
C -0.0571 -0.2627 0.2680



Entry 5:
Below is a molecular structure, C26H24ClN4O2PReS in a non-equilibrium geometry, with properties calculated with wB97M-V/def2-TZVPD.

Properties
Multiplicity: 4
HOMO level (alpha / beta): -13.755 / -13.749 eV
Total charge: +2
Frontier orbital gap (alpha / beta): 6.652 / 5.098 eV
Calculated total energy: -2652.12023 Eh

Cartesian coordinates (Å):
1 Re 1.07131 0.02790 0.09059
2 S 1.13907 1.47818 4.36343
3 C 0.92162 -0.25633 4.40640
4 C 0.92637 -1.11156 5.50049
5 C 0.77520 -2.46457 5.26115
6 C 0.59115 -2.95810 3.96571
7 C 0.57475 -2.10754 2.87940
8 C 0.76245 -0.74614 3.10740
9 N 0.81640 0.25547 2.14041
10 C 1.01538 1.46262 2.66622
11 C 1.17551 2.54686 1.72278
12 C 1.37580 3.88430 2.03904
13 C 1.58828 4.79744 1.01560
14 C 1.60056 4.37820 -0.30984
15 C 1.39675 3.04074 -0.63294
16 C 1.17798 2.11495 0.37803
17 H 1.04651 -0.73369 6.50678
18 H 0.81055 -3.15670 6.09098
19 H 0.45888 -4.02131 3.81916
20 H 0.42755 -2.47894 1.86915
21 H 1.37110 4.20555 3.07370
22 H 1.75797 5.83867 1.25302
23 H 1.78235 5.09441 -1.09994
24 H 1.42413 2.73182 -1.67218
25 Cl 2.43422 -4.70291 -6.41912
26 C 2.69011 -3.74206 -5.02376
27 C 1.62426 -3.01414 -4.50105
28 C 1.82128 -2.23420 -3.38021
29 C 3.07825 -2.17563 -2.77802
30 C 4.13744 -2.91007 -3.30874
31 C 3.94729 -3.69296 -4.42943
32 C 3.34112 -1.35858 -1.57303
33 O 4.38153 -1.30602 -0.98946
34 O 2.27935 -0.60890 -1.11767
35 H 0.65839 -3.06782 -4.98350
36 H 0.99442 -1.66497 -2.97363
37 H 5.10396 -2.85266 -2.82697
38 H 4.76449 -4.26804 -4.84116
39 C -3.69875 2.25347 -0.32388
40 N -3.17434 1.65740 -1.55077
41 C -3.88721 0.41340 -1.83885
42 N -3.76891 -0.52915 -0.72777
43 C -4.29572 0.08284 0.49078
44 N -3.59124 1.32646 0.80353
45 C -2.25064 1.12288 1.24684
46 P -1.24111 0.32607 -0.14932
47 C -1.75074 1.49994 -1.53872
48 C -2.45141 -1.06871 -0.56644
49 H -4.74946 2.49583 -0.47615
50 H -3.15585 3.17210 -0.09825
51 H -3.49575 -0.03362 -2.75321
52 H -4.94125 0.64429 -1.98561
53 H -4.20602 -0.61349 1.32500
54 H -5.34945 0.31009 0.33518
55 H -2.22396 0.45457 2.11034
56 H -1.77875 2.07185 1.51212
57 H -1.40740 1.09216 -2.49184
58 H -1.25949 2.46049 -1.37011
59 H -2.43974 -1.80067 0.24310
60 H -2.12652 -1.56147 -1.48473

Cartesian forces (eV/Å) of the 2 atoms listed first:
Re 0.0942 1.7703 1.3943
S -0.0749 -0.0772 -0.1599



Entry 6:
Below is 3 unconnected molecules or ions with the total composition C4H13NO2 in a non-equilibrium geometry, with properties calculated with wB97M-V/def2-TZVPD.

Properties
HOMO level: -7.954 eV
Frontier orbital gap: 8.837 eV
Relative energy (zero: lowest compared OMol25 entry of this formula, charge and spin): 42.4 kcal/mol
Calculated total energy: -365.37496 Eh

Cartesian coordinates (Å):
1 C -2.51742 2.48473 0.22823
2 C -1.93038 1.54306 1.04468
3 N -1.51176 1.62385 2.40546
4 C -1.81108 0.12789 0.43797
5 C -0.52297 0.12393 -0.53793
6 H -2.94187 2.23987 -0.75953
7 H -2.42843 3.50590 0.62108
8 H -0.76602 1.05431 2.75335
9 H -1.54498 2.42478 2.98911
10 H -1.68341 -0.62405 1.23930
11 H -2.79360 0.03886 -0.05502
12 H 0.34399 0.46282 0.04380
13 H -0.70655 0.87524 -1.17335
14 H -0.41157 -0.93222 -1.01571
15 O 3.35323 -3.95873 0.81465
16 H 2.92757 -4.44274 1.55543
17 H 3.44147 -4.66562 0.20245
18 O 3.03427 -0.60206 -3.64087
19 H 3.09693 -0.39680 -4.58419
20 H 3.63992 -0.09860 -3.08285

Cartesian forces (eV/Å) of the 2 atoms listed first:
C 1.4460 -0.3090 2.2942
C -0.6435 -0.3986 -0.5926